No. 1
C23H35N3O3 | ωB97M-V/def2-TZVPD

Summary:
Spin multiplicity: 1
SMILES string: CC1(C)C[C@@H](C(=O)N2CCCCC(C)(C)C2)CN(C(=O)c2ncoc2C2CC2)C1
Orbital gap, hartree: 0.3445
Lowest unoccupied orbital energy, eV: 0.6111
Charge: 0
Energy relative to the best compared isomer or geometry (same formula, charge and spin), kJ/mol: 180.1

Geometry as XYZ:
```
64
C23H35N3O3 (ωB97M-V/def2-TZVPD)
C 1.66 3.71 0.70
C 1.32 2.31 0.18
C 2.61 1.52 -0.08
C 0.43 1.60 1.23
C -0.15 0.32 0.66
C -1.04 -0.40 1.66
O -1.46 0.19 2.65
N -1.40 -1.68 1.37
C -0.68 -2.51 0.41
C 0.66 -3.06 0.90
C 0.76 -3.35 2.40
C -0.45 -4.06 3.02
C -1.65 -3.19 3.43
C -2.74 -4.12 3.98
C -1.24 -2.24 4.56
C -2.29 -2.41 2.27
C -0.93 0.63 -0.62
N -0.08 1.26 -1.62
C 0.65 0.41 -2.43
O 0.89 -0.74 -2.08
C 0.87 0.75 -3.86
N 0.80 -0.25 -4.80
C 0.93 0.32 -5.94
O 1.05 1.66 -5.85
C 0.97 1.96 -4.52
C 0.99 3.41 -4.22
C 0.29 4.36 -5.15
C -0.26 4.11 -3.77
C 0.52 2.50 -1.12
H 0.76 4.30 0.88
H 2.21 3.65 1.65
H 2.29 4.26 0.00
H 2.42 0.49 -0.39
H 3.21 2.00 -0.85
H 3.22 1.48 0.83
H 1.03 1.41 2.12
H -0.38 2.28 1.48
H 0.68 -0.37 0.44
H -1.35 -3.28 0.03
H -0.47 -1.91 -0.49
H 0.88 -3.97 0.33
H 1.45 -2.36 0.62
H 1.64 -3.96 2.56
H 0.96 -2.42 2.94
H -0.79 -4.84 2.33
H -0.11 -4.59 3.91
H -3.61 -3.55 4.31
H -3.07 -4.83 3.22
H -2.37 -4.69 4.83
H -2.08 -1.62 4.87
H -0.89 -2.80 5.43
H -0.44 -1.56 4.26
H -3.00 -1.70 2.69
H -2.91 -3.06 1.65
H -1.42 -0.24 -1.05
H -1.73 1.34 -0.38
H 0.95 -0.11 -6.92
H 1.94 3.77 -3.83
H 0.76 5.31 -5.36
H -0.23 3.96 -6.00
H -1.16 3.52 -3.67
H -0.18 4.89 -3.03
H -0.32 3.17 -0.91
H 1.13 2.99 -1.87
```



No. 2
C23H35N5O2 | ωB97M-V/def2-TZVPD

Summary:
Spin multiplicity: 1
SMILES string: COCCN1CC[C@H](CNCc2c(C(=O)N3CCCCC3)nc3c(C)cccn23)C1
Orbital gap, hartree: 0.3120
Lowest unoccupied orbital energy, eV: 0.5288
Charge: 0
Energy relative to the best compared isomer or geometry (same formula, charge and spin), kJ/mol: 27.9

Geometry as XYZ:
```
65
C23H35N5O2 (ωB97M-V/def2-TZVPD)
C 2.91 0.10 -5.71
O 2.24 -1.13 -5.77
C 1.46 -1.43 -4.63
C 2.30 -1.89 -3.42
N 1.57 -2.14 -2.20
C 0.58 -3.20 -2.23
C -0.24 -2.95 -0.97
H 0.29 -3.32 -0.10
H -1.22 -3.42 -1.01
C -0.33 -1.42 -0.92
C -1.52 -0.88 -1.74
N -2.82 -1.00 -1.10
H -2.89 -1.88 -0.60
C -3.22 0.12 -0.27
C -2.50 0.24 1.04
C -1.35 0.93 1.39
N -1.04 0.71 2.69
C -1.96 -0.11 3.16
C -2.10 -0.65 4.46
C -3.15 -1.49 4.68
C -4.06 -1.81 3.65
C -3.92 -1.28 2.41
N -2.88 -0.44 2.17
H -4.59 -1.49 1.59
H -4.89 -2.47 3.85
H -3.29 -1.92 5.66
C -1.09 -0.28 5.49
H -0.91 0.79 5.48
H -1.42 -0.59 6.48
H -0.14 -0.77 5.27
C -0.60 1.81 0.46
O -1.18 2.31 -0.49
N 0.72 2.00 0.66
C 1.53 1.51 1.74
H 0.94 0.84 2.37
C 2.04 2.68 2.58
C 2.82 3.66 1.70
C 1.95 4.10 0.53
C 1.44 2.88 -0.23
H 0.76 3.18 -1.03
H 2.29 2.34 -0.67
H 2.51 4.75 -0.14
H 1.09 4.67 0.91
H 3.14 4.52 2.29
H 3.72 3.16 1.32
H 2.67 2.31 3.39
H 1.18 3.19 3.03
H 2.39 0.97 1.32
H -4.30 0.02 -0.08
H -3.04 1.04 -0.83
H -1.57 -1.42 -2.69
H -1.36 0.18 -1.95
H -0.42 -1.06 0.11
C 1.02 -0.98 -1.52
H 0.89 -0.12 -2.18
H 1.72 -0.68 -0.72
H -0.07 -3.16 -3.12
H 1.08 -4.17 -2.22
H 2.82 -2.81 -3.69
H 3.05 -1.13 -3.19
H 0.80 -2.24 -4.96
H 0.84 -0.56 -4.36
H 2.22 0.92 -5.49
H 3.71 0.11 -4.96
H 3.35 0.26 -6.70
```



No. 3
C23H35NOP2Re | ωB97M-V/def2-TZVPD

Summary:
Spin multiplicity: 4
Orbital gap (alpha / beta), hartree: 0.1755 / 0.1790
Lowest unoccupied orbital energy (alpha / beta), eV: -7.8504 / -9.5936
Charge: +2

Geometry as XYZ:
```
63
C23H35NOP2Re (ωB97M-V/def2-TZVPD)
C 3.05 -3.36 2.43
C 2.67 -2.28 1.63
C 2.32 -2.59 0.29
C 2.17 -3.94 -0.21
C 2.09 -4.91 0.81
C 2.69 -4.67 2.05
C 1.96 -4.12 -1.60
C 2.04 -3.02 -2.49
C 2.23 -1.69 -1.94
C 2.51 -0.54 -2.73
C 2.71 -0.78 -4.09
C 2.29 -1.99 -4.67
C 1.79 -3.03 -3.88
H 3.51 -3.17 3.41
H 1.62 -5.88 0.65
H 2.90 -5.48 2.76
H 1.69 -5.11 -1.97
H 3.08 0.05 -4.71
H 2.38 -2.09 -5.75
H 1.26 -3.85 -4.37
N 1.96 -1.58 -0.59
Re 0.43 -0.19 -0.01
C 2.67 -0.86 2.19
H 3.43 -0.20 1.75
H 2.84 -0.90 3.27
C 2.61 0.89 -2.18
H 3.48 1.07 -1.53
H 2.71 1.59 -3.03
P 1.04 0.06 2.05
P 1.15 1.55 -1.21
C 0.15 2.19 -2.63
H -0.73 2.73 -2.25
H 0.77 2.84 -3.25
H -0.21 1.33 -3.22
C 1.71 3.10 -0.40
H 1.88 3.88 -1.15
H 0.93 3.44 0.30
H 2.63 2.91 0.16
C 0.14 -0.91 3.33
H 0.75 -0.81 4.24
H -0.88 -0.51 3.48
H 0.09 -1.96 3.01
C 1.20 1.69 2.87
H 0.26 2.26 2.77
H 1.40 1.48 3.94
H 2.04 2.25 2.42
H -1.04 -0.92 0.31
H -0.69 0.45 -1.10
C -3.37 0.44 2.79
C -2.95 -0.18 1.47
O -2.08 0.79 0.84
C -2.66 1.92 0.18
C -3.40 1.53 -1.09
H -2.52 0.95 3.27
H -3.79 -0.32 3.44
H -4.14 1.19 2.56
H -2.31 -1.08 1.62
H -3.78 -0.48 0.80
H -3.28 2.44 0.92
H -1.77 2.54 -0.07
H -4.29 0.91 -0.84
H -3.73 2.45 -1.59
H -2.74 0.96 -1.77
```



No. 4
C23H36Br12N4O2PS2 | ωB97M-V/def2-TZVPD

Summary:
Spin multiplicity: 1
Orbital gap, hartree: 0.2299
Lowest unoccupied orbital energy, eV: -3.8697
Charge: +1

Geometry as XYZ:
```
80
C23H36Br12N4O2PS2 (ωB97M-V/def2-TZVPD)
C 1.73 -1.61 2.01
C 0.22 -1.56 1.69
O -0.43 -2.48 1.23
O -0.40 -0.31 1.96
C -0.44 0.36 0.71
N -0.17 1.80 0.79
C -0.91 2.76 0.08
N -2.00 2.61 -0.78
C -3.15 2.54 -0.19
C -4.36 3.32 -0.71
C -3.45 1.65 1.04
C -0.30 3.95 0.40
C -0.56 5.35 -0.04
Br 0.62 6.01 -1.44
C -1.49 6.17 0.47
C -2.43 5.68 1.58
Br -1.73 7.98 -0.13
N 0.74 3.74 1.30
N 1.58 4.74 1.83
C 2.61 4.77 1.11
S 3.83 4.84 0.18
C 0.80 2.40 1.52
P 2.11 1.77 2.69
S 1.40 1.05 4.34
H 1.94 -1.34 3.07
H 2.13 -2.61 1.85
H 2.24 -0.94 1.30
H -1.38 0.20 0.15
H 0.36 -0.09 0.07
H -5.23 2.64 -0.63
H -4.56 4.15 0.00
H -4.22 3.68 -1.74
H -4.50 1.74 1.35
H -3.31 0.58 0.80
H -2.81 1.95 1.90
H -1.97 5.84 2.57
H -2.61 4.59 1.46
H -3.39 6.20 1.47
H 2.84 2.94 3.04
H 3.04 0.92 2.03
Br -4.53 0.70 4.21
C -5.18 2.24 5.22
C -6.21 3.02 4.44
Br -5.37 4.12 3.06
H -4.31 2.83 5.48
H -5.62 1.82 6.12
H -6.72 3.73 5.09
H -6.94 2.39 3.95
Br 0.60 -4.55 -3.58
C 1.70 -5.13 -2.08
C 1.01 -4.89 -0.77
Br 1.06 -3.00 -0.25
H 2.65 -4.62 -2.16
H 1.86 -6.20 -2.24
H 1.51 -5.42 0.04
H -0.04 -5.17 -0.79
Br -0.04 -8.26 -1.84
C -1.96 -8.39 -1.59
C -2.70 -7.31 -2.33
Br -2.57 -5.58 -1.43
H -2.14 -8.36 -0.52
H -2.23 -9.37 -1.97
H -3.76 -7.53 -2.37
H -2.33 -7.16 -3.34
Br 2.41 -0.18 -2.85
C 3.21 -0.42 -4.61
C 3.03 -1.84 -5.10
Br 4.27 -3.05 -4.22
H 4.25 -0.13 -4.53
H 2.69 0.28 -5.26
H 3.27 -1.90 -6.16
H 2.03 -2.23 -4.93
Br 8.08 -2.88 -1.33
C 7.22 -1.38 -2.21
C 6.54 -0.47 -1.21
Br 4.86 -1.25 -0.59
H 6.54 -1.79 -2.95
H 8.02 -0.84 -2.71
H 6.26 0.47 -1.68
H 7.14 -0.28 -0.33
```



No. 5
C23H36BrFI2NO5 | ωB97M-V/def2-TZVPD

Summary:
Spin multiplicity: 1
Orbital gap, hartree: 0.2776
Lowest unoccupied orbital energy, eV: -3.6824
Charge: +1
Energy relative to the best compared isomer or geometry (same formula, charge and spin), kJ/mol: 0.0

Geometry as XYZ:
```
69
C23H36BrFI2NO5 (ωB97M-V/def2-TZVPD)
C -0.82 -3.20 0.72
O -0.02 -4.23 0.20
C 1.13 -3.70 -0.43
C 0.81 -3.13 -1.82
C 0.71 -1.61 -1.83
C 0.14 -1.04 -3.13
C -1.37 -0.77 -3.06
C -1.79 0.64 -2.65
C -1.93 0.82 -1.10
C -0.98 1.83 -0.61
N -1.23 3.05 -0.29
Br -2.86 3.86 -0.41
C -0.02 3.76 0.29
C -0.08 5.25 0.40
I -0.48 5.92 2.34
C 0.05 6.14 -0.58
C 0.04 7.63 -0.44
I 0.17 5.50 -2.58
C 1.10 2.97 -0.37
C 0.52 1.56 -0.44
F 0.71 0.81 0.69
H -0.24 -2.53 1.37
H -1.27 -2.60 -0.09
H -1.65 -3.62 1.29
H 1.91 -4.47 -0.48
H 1.53 -2.89 0.20
H -0.15 -3.56 -2.14
H 1.59 -3.44 -2.52
H 1.72 -1.20 -1.63
H 0.09 -1.31 -0.98
H 0.34 -1.73 -3.96
H 0.67 -0.11 -3.39
H -1.83 -1.48 -2.36
H -1.82 -0.99 -4.04
H -2.78 0.85 -3.06
H -1.11 1.39 -3.07
H -2.95 1.08 -0.81
H -1.69 -0.12 -0.60
H -0.02 3.40 1.32
H 0.64 8.09 -1.24
H 0.46 7.94 0.52
H -0.98 8.01 -0.55
H 2.06 3.06 0.14
H 1.26 3.23 -1.42
H 0.88 1.02 -1.32
O 4.06 -3.00 -1.18
C 4.60 -2.25 -0.43
O 4.28 -2.19 0.88
C 5.01 -1.14 1.54
C 6.23 -0.89 0.65
C 5.68 -1.23 -0.73
H 4.36 -0.26 1.60
H 5.26 -1.47 2.54
H 6.63 0.11 0.75
H 7.02 -1.60 0.91
H 5.21 -0.37 -1.21
H 6.42 -1.65 -1.41
O -4.38 -0.45 1.24
C -4.41 -1.20 2.17
O -3.29 -1.82 2.61
C -3.60 -2.74 3.67
C -4.92 -2.24 4.25
C -5.59 -1.63 3.02
H -3.69 -3.74 3.25
H -2.77 -2.73 4.38
H -5.49 -3.02 4.73
H -4.73 -1.46 4.99
H -6.16 -2.37 2.45
H -6.22 -0.78 3.23
```



No. 6
C23H36BrN3ReSe4Si | ωB97M-V/def2-TZVPD

Summary:
Spin multiplicity: 2
Orbital gap (alpha / beta), hartree: 0.2203 / 0.2188
Lowest unoccupied orbital energy (alpha / beta), eV: -8.1107 / -8.1990
Charge: +2
Energy relative to the best compared isomer or geometry (same formula, charge and spin), kJ/mol: 0.0

Geometry as XYZ:
```
69
C23H36BrN3ReSe4Si (ωB97M-V/def2-TZVPD)
Re 1.91 1.74 -1.72
Se 3.78 0.54 -0.95
Se 5.54 0.47 -2.45
Se 4.86 1.61 -4.30
Se 2.67 2.26 -3.89
C -2.84 0.35 -4.51
C -1.52 -0.06 -4.48
C -0.60 0.65 -3.73
C -1.00 1.78 -3.03
C -2.34 2.19 -3.05
C -3.25 1.47 -3.79
N -0.03 2.50 -2.28
N -0.38 3.62 -1.85
C 0.58 4.24 -1.05
C 0.33 5.50 -0.54
C 1.29 6.08 0.27
C 2.46 5.39 0.55
C 2.65 4.13 0.00
N 1.73 3.57 -0.79
H -3.57 -0.20 -5.10
H -1.20 -0.93 -5.04
H 0.44 0.33 -3.72
H -2.64 3.06 -2.48
H -4.29 1.78 -3.81
H -0.60 5.98 -0.79
H 1.13 7.07 0.68
H 3.23 5.81 1.18
H 3.55 3.56 0.19
C -1.98 0.44 2.51
C -1.06 -0.76 2.81
C -0.09 -0.32 3.92
C -1.94 -1.91 3.37
Si -0.16 -1.48 1.30
Br 0.53 0.69 0.24
C -1.25 -2.21 -0.07
C -2.60 -1.48 -0.18
C -0.60 -2.16 -1.46
C -1.52 -3.69 0.28
C 1.51 -2.32 1.61
C 2.58 -1.38 2.17
C 1.29 -3.47 2.62
C 2.08 -2.92 0.31
H -2.43 0.76 3.46
H -2.80 0.19 1.83
H -1.44 1.29 2.11
H -0.68 0.06 4.76
H 0.57 0.48 3.59
H 0.51 -1.14 4.30
H -2.43 -1.55 4.28
H -1.36 -2.79 3.65
H -2.72 -2.21 2.68
H -2.48 -0.42 -0.42
H -3.20 -1.56 0.72
H -3.18 -1.94 -0.99
H -0.32 -1.14 -1.75
H -1.33 -2.51 -2.19
H 0.28 -2.79 -1.54
H -2.04 -3.82 1.23
H -0.61 -4.29 0.30
H -2.16 -4.12 -0.50
H 2.34 -0.99 3.16
H 2.77 -0.52 1.52
H 3.52 -1.94 2.26
H 0.97 -3.11 3.60
H 2.24 -3.99 2.76
H 0.56 -4.21 2.28
H 2.24 -2.16 -0.46
H 1.44 -3.70 -0.10
H 3.04 -3.38 0.54
```



No. 7
C23H36FN3O3S | ωB97M-V/def2-TZVPD

Summary:
Spin multiplicity: 1
Orbital gap, hartree: 0.3319
Lowest unoccupied orbital energy, eV: 0.5404
Charge: 0

Geometry as XYZ:
```
67
C23H36FN3O3S (ωB97M-V/def2-TZVPD)
C -2.86 -3.04 1.11
C -2.94 -2.91 -0.38
C -4.14 -2.91 -1.08
C -4.18 -2.81 -2.47
C -3.00 -2.68 -3.19
C -1.80 -2.66 -2.50
C -0.51 -2.49 -3.27
O -0.60 -1.48 -4.31
S -0.52 0.08 -3.89
O -1.72 0.41 -3.16
O 0.63 -0.08 -2.72
C 1.38 1.15 -2.58
C 1.25 1.72 -1.18
C 1.41 3.25 -1.26
F 0.17 3.86 -1.09
C -1.76 -2.78 -1.11
H -3.58 -3.77 1.46
H -1.86 -3.37 1.39
H -3.04 -2.08 1.58
H -5.08 -2.99 -0.56
H -5.12 -2.81 -3.00
H -3.02 -2.58 -4.26
H 0.33 -2.31 -2.61
H -0.32 -3.41 -3.81
H 2.41 0.95 -2.86
H 1.02 1.89 -3.29
H 2.04 1.31 -0.57
H 0.27 1.55 -0.76
H 2.09 3.65 -0.54
H 1.79 3.54 -2.24
H -0.79 -2.76 -0.64
C -2.69 2.37 -0.65
C -4.19 2.55 -0.86
C -5.02 2.11 0.36
C -4.87 0.68 0.62
N -4.74 -0.44 0.83
H -2.43 1.32 -0.50
H -2.14 2.73 -1.51
H -2.35 2.94 0.23
H -4.50 1.99 -1.74
H -4.41 3.60 -1.05
H -6.07 2.32 0.19
H -4.71 2.67 1.24
C 4.74 -0.86 1.60
C 5.81 -0.47 0.59
C 6.03 1.05 0.53
C 4.83 1.75 0.09
N 3.87 2.30 -0.21
H 3.77 -0.44 1.32
H 4.63 -1.94 1.64
H 4.99 -0.51 2.60
H 5.54 -0.84 -0.40
H 6.76 -0.94 0.86
H 6.85 1.28 -0.15
H 6.32 1.43 1.51
C 0.99 0.66 2.68
C 0.80 -0.53 3.61
C 1.36 -0.30 5.02
C 2.81 -0.12 5.00
N 3.95 0.04 4.99
H 2.05 0.88 2.53
H 0.55 0.46 1.71
H 0.52 1.56 3.09
H 1.26 -1.42 3.17
H -0.27 -0.75 3.70
H 1.13 -1.15 5.66
H 0.90 0.58 5.47
```



> Look up the spin multiplicity of the fourth one.

1



> spin multiplicity of number 3 (C23H35NOP2Re)?

4



> Look up the spin multiplicity of the second one.

1